No. 1
88
Properties=species:S:1:pos:R:3:forces:R:3:mulliken_charge:R:1 method="wB97M-V/def2-TZVPD" gap_ev=2.60 largest_force_ev_per_a=4.2 homo_energy_ev=-1.260 de_lowest_kj_mol=126.6 total_charge=-1 lumo_ha=0.0492
Rb -0.742787 -0.208890 0.431489 -0.34 -0.14 0.15 0.49
C -2.315532 4.650594 1.624178 -1.52 1.71 -0.06 -0.63
O -2.645125 4.517470 0.146252 -0.30 0.96 2.26 -0.48
C -2.193748 3.310352 -0.157096 2.27 -1.03 3.43 -0.04
N -1.559694 2.630580 0.771119 -0.68 0.71 -2.73 0.42
C -1.579502 3.403770 1.999549 -0.22 -1.14 0.75 0.91
C -0.211107 3.743607 2.606877 -0.28 -0.76 -0.18 -0.18
C -0.191647 4.421097 3.829845 1.98 -0.51 0.56 -0.36
C 1.098998 4.758773 4.406665 -2.09 0.34 -1.64 -0.68
C 2.249079 4.585345 3.668845 0.47 -1.20 -0.19 -0.63
C 2.204691 3.817210 2.474126 -1.29 0.85 0.46 -0.29
C 0.986271 3.378538 1.948541 0.10 1.03 1.21 -0.24
C -2.419395 2.931426 -1.514597 0.16 -0.70 -3.10 0.07
C -3.065504 3.804552 -2.439638 -0.04 -0.10 1.03 -0.44
C -3.397127 3.377552 -3.690103 1.22 -1.00 -0.29 -0.56
C -3.077327 2.052074 -4.047085 -1.06 0.18 -0.24 -0.56
C -2.405813 1.261981 -3.119976 0.20 0.35 0.76 0.08
N -1.956955 1.747565 -1.923511 -1.35 -0.83 -0.40 -0.04
C -2.292713 -0.216130 -3.366919 -0.51 -1.15 -0.95 0.22
N -1.645033 -1.138380 -2.777815 0.32 0.96 -0.48 0.00
C -1.849692 -2.426852 -3.505713 -3.22 1.26 1.30 0.80
C -2.934836 -2.060331 -4.591150 0.50 1.27 1.52 -0.53
O -3.121297 -0.623255 -4.425940 0.68 0.09 0.76 -0.43
C -0.624160 -2.993912 -4.018385 1.95 -1.06 -1.21 0.09
C 0.542584 -2.891367 -3.249648 -0.28 -1.10 -1.55 -0.26
C 1.670771 -3.572819 -3.717807 0.22 0.69 0.36 -0.70
C 1.746581 -4.154550 -4.958981 -1.65 -0.24 -0.41 -0.69
C 0.579938 -4.223811 -5.751128 0.55 0.77 -0.37 -0.62
C -0.593220 -3.655027 -5.295348 -0.77 0.28 1.60 -0.63
H -3.225156 4.807130 2.254376 0.22 -0.41 -1.05 0.29
H -1.749735 5.573747 1.762584 0.24 -0.13 -0.43 0.34
H -2.208629 2.762697 2.694639 0.66 0.66 -0.18 -0.24
H -1.119446 4.542507 4.400634 0.39 0.14 -0.26 0.36
H 1.161999 5.335163 5.307276 -0.18 -0.04 0.53 0.38
H 3.192029 4.915032 4.131208 -0.35 -0.16 -0.57 0.31
H 3.045831 3.671370 1.845100 1.02 -0.22 -0.09 0.41
H 0.993857 2.811682 1.033013 -0.26 -0.07 -0.18 0.48
H -3.351900 4.803382 -2.173521 0.05 0.21 0.48 0.44
H -3.796809 4.079564 -4.400149 -0.38 -0.06 -0.16 0.41
H -3.514520 1.654393 -4.980221 0.70 0.03 0.66 0.36
H -2.332215 -3.060172 -2.698873 0.61 0.15 -1.07 0.17
H -3.871654 -2.547234 -4.399320 -0.50 -0.21 0.02 0.28
H -2.644950 -2.162445 -5.606342 0.36 -0.41 -0.78 0.40
H 0.569922 -2.294013 -2.366933 -0.05 0.01 0.53 0.70
H 2.569255 -3.592878 -3.133174 0.28 0.18 0.42 0.41
H 2.671369 -4.574906 -5.281204 0.44 -0.28 -0.31 0.43
H 0.615120 -4.526693 -6.797111 0.09 -0.45 0.34 0.34
H -1.560239 -3.746582 -5.837783 1.14 0.02 0.18 0.28
S -2.026416 -1.464446 3.102000 -0.08 -0.31 -1.57 -0.35
C -1.942609 -0.474953 4.505089 0.50 -0.48 1.95 0.18
C -0.882202 -0.844229 5.400738 -2.42 2.69 0.73 -0.83
C -0.857464 -0.341099 6.694728 0.20 0.21 -0.03 -0.54
C -1.805398 0.608393 7.151009 0.57 -1.19 -0.97 -0.49
C -2.826496 0.954901 6.307420 -1.33 1.05 -0.08 -0.44
C -2.933919 0.430672 4.978140 0.92 0.06 1.13 -0.01
S -4.247613 0.992949 4.080695 -1.36 0.69 -1.55 -0.60
H -0.065686 -1.304914 4.964682 1.37 -1.55 -0.45 0.45
H -0.084717 -0.689199 7.366430 0.30 0.18 0.13 0.29
H -1.662315 1.063796 8.097520 -0.14 0.24 0.94 0.41
H -3.680112 1.683034 6.637717 1.80 -1.36 -0.66 0.13
O 2.625890 -1.126636 -1.891654 1.06 -0.52 0.06 -0.20
C 2.768048 0.019295 -1.237147 0.37 0.96 -0.65 -0.45
O 1.893950 0.537349 -0.587744 0.34 -0.31 -0.32 -0.27
C 4.164578 0.685323 -1.506462 -1.21 1.31 1.05 0.66
N 5.177331 -0.329118 -1.648194 1.32 -0.48 -1.64 -0.45
C 6.170907 -0.300229 -0.521059 -0.40 0.81 -0.49 -0.69
C 5.973824 1.134985 0.094116 1.09 -1.84 -0.66 -0.59
C 4.550488 1.488157 -0.227909 -0.35 1.23 -0.41 -0.60
H 4.054913 1.377293 -2.426998 0.15 -1.27 1.36 0.25
H 5.700277 -0.133387 -2.524603 -0.54 -0.43 0.97 0.25
H 3.569592 -1.397128 -2.119966 -1.01 0.26 0.21 0.40
H 7.144166 -0.364133 -1.034111 -0.16 -0.36 0.72 0.32
H 6.032914 -1.117816 0.221443 -0.06 0.49 -0.69 0.26
H 6.745782 1.754568 -0.403069 -0.69 0.14 0.36 0.29
H 6.167172 1.084491 1.145848 0.20 0.28 0.64 0.35
H 4.542586 2.555133 -0.396009 -0.32 0.42 -0.38 0.33
H 3.814759 1.381479 0.576171 0.33 -0.56 -0.06 0.22
I 1.581602 -3.148990 1.268984 -0.95 -0.62 -0.05 0.03
C -0.257478 -4.285235 0.960185 0.12 -0.08 0.15 0.04
C -0.222116 -5.690397 1.142209 0.81 0.94 0.91 -0.28
C -1.370949 -6.401710 0.808799 0.39 0.87 0.27 -0.21
C -2.480163 -5.666967 0.333758 0.06 -0.05 0.33 -0.65
C -2.408686 -4.236830 0.247538 -0.77 -2.07 -0.07 -0.39
N -1.313279 -3.576407 0.569914 1.45 -0.29 -0.22 0.10
H 0.637865 -6.182447 1.701797 -1.11 0.77 -1.21 0.28
H -1.253762 -7.475302 1.026766 -0.98 0.47 -0.47 0.34
H -3.411604 -6.218739 0.137823 0.42 0.57 -0.12 0.36
H -3.284488 -3.660414 -0.107440 0.63 -0.31 0.42 0.47


No. 2
60
Properties=species:S:1:pos:R:3:forces:R:3:mulliken_charge:R:1 method="wB97M-V/def2-TZVPD" gap_ev=8.39 smiles="CCN(CCCNC(=O)[C@@H]1CCCN(S(=O)(=O)CC)C1)c1cccc(C)c1" largest_force_ev_per_a=1.0 homo_energy_ev=-7.689 de_lowest_kj_mol=7.0 lumo_ha=0.0256
C 2.141813 1.097825 3.436808 -0.01 -0.02 -0.29 -1.44
C 1.928952 0.986066 1.923605 0.04 -0.16 0.40 -0.59
N 0.756383 1.700681 1.455498 0.19 -0.01 -0.04 0.76
C 0.919759 3.127011 1.257073 -0.25 0.31 -0.37 -1.31
C 0.865392 3.575620 -0.212106 0.27 -0.11 0.17 -0.45
C 2.002115 3.018475 -1.073176 -0.24 0.23 -0.05 -1.21
N 1.832442 1.616177 -1.367263 0.25 0.07 0.32 -0.01
C 1.292768 1.178740 -2.525502 0.23 -0.62 0.17 -0.12
O 1.045980 1.898900 -3.470102 -0.20 0.23 -0.33 -0.70
C 1.033275 -0.321726 -2.506845 -0.31 0.18 -0.38 1.12
C 0.903788 -0.918143 -3.906819 0.17 -0.04 0.15 -1.12
C 0.633537 -2.416831 -3.796016 -0.17 0.13 0.03 -0.48
C -0.590187 -2.680954 -2.917650 0.17 -0.56 -0.43 -1.08
N -0.500004 -2.020499 -1.629078 0.48 -0.42 0.75 0.28
S 0.438007 -2.803499 -0.475546 -0.95 -0.22 0.21 0.91
O 1.163453 -3.899231 -1.054016 -0.17 -0.17 -0.18 -0.69
O 1.195561 -1.831496 0.269152 -0.17 0.21 0.05 -0.64
C -0.862911 -3.474148 0.593813 0.73 0.26 -0.30 -0.23
C -0.219889 -4.167173 1.774732 0.10 -0.01 -0.02 -1.21
C -0.264013 -0.598025 -1.732552 0.34 0.47 0.32 -0.80
C -0.504551 1.171504 1.654357 -0.17 -0.08 -0.01 0.88
C -0.698705 -0.094618 2.223333 0.13 -0.08 0.03 -0.17
C -1.971329 -0.600004 2.402446 -0.07 0.09 0.05 -1.06
C -3.089459 0.114888 2.014038 -0.06 -0.03 -0.02 -0.61
C -2.926218 1.365144 1.433447 -0.02 -0.10 0.03 0.31
C -4.120894 2.171862 1.017894 0.02 0.02 0.07 -1.81
C -1.650784 1.877043 1.264380 0.01 0.10 0.03 -0.65
H 1.278913 0.717112 3.976418 -0.06 -0.04 0.07 0.30
H 3.018777 0.527200 3.730754 0.11 -0.05 0.10 0.46
H 2.291252 2.136493 3.725915 0.03 0.09 0.05 0.33
H 1.850336 -0.062335 1.624599 0.09 0.12 -0.01 0.10
H 2.803051 1.407013 1.417628 -0.05 -0.08 -0.06 0.66
H 1.889612 3.421319 1.667027 -0.04 -0.02 0.06 0.55
H 0.152902 3.672550 1.819874 0.10 -0.03 0.04 0.54
H -0.076325 3.271954 -0.669173 -0.07 0.07 -0.03 0.25
H 0.917162 4.665950 -0.230082 -0.05 0.07 -0.01 0.46
H 2.011433 3.533339 -2.037173 0.10 -0.04 0.15 0.52
H 2.966880 3.169964 -0.579251 -0.01 0.04 -0.06 0.37
H 1.889790 0.969478 -0.596384 -0.04 -0.07 -0.11 0.10
H 1.847330 -0.820807 -1.970335 -0.01 0.11 -0.02 0.36
H 1.819774 -0.738975 -4.471886 -0.05 0.05 -0.06 0.42
H 0.087332 -0.417629 -4.431578 0.02 0.06 -0.05 0.28
H 0.469529 -2.849416 -4.784015 0.02 -0.05 -0.01 0.43
H 1.491936 -2.912692 -3.339192 0.01 -0.06 -0.08 0.37
H -0.690851 -3.749133 -2.723814 -0.14 0.00 -0.22 0.42
H -1.499885 -2.317594 -3.406625 0.01 -0.04 0.07 0.51
H -1.435588 -4.155664 -0.027287 -0.11 -0.02 -0.14 0.49
H -1.468994 -2.621040 0.882792 -0.09 0.06 -0.07 0.07
H -0.970765 -4.592657 2.437469 -0.04 0.00 0.00 0.38
H 0.432582 -4.961552 1.420003 0.04 -0.12 0.09 0.40
H 0.381949 -3.453362 2.331608 0.05 0.00 0.15 0.24
H -0.214883 -0.206029 -0.716147 -0.09 0.23 -0.13 -0.30
H -1.116028 -0.144483 -2.247711 0.01 -0.03 0.03 0.57
H 0.137432 -0.699297 2.527323 0.15 -0.03 0.04 0.38
H -2.092020 -1.564738 2.876531 0.02 -0.09 0.02 0.50
H -4.079057 -0.290965 2.162841 -0.11 -0.04 0.00 0.43
H -4.488403 2.756019 1.862354 -0.07 0.06 0.00 0.33
H -3.868272 2.861289 0.215750 -0.03 0.06 -0.06 0.36
H -4.927660 1.523161 0.684370 -0.08 0.00 -0.04 0.42
H -1.563521 2.851937 0.813488 0.05 0.10 -0.08 0.38


No. 3
60
Properties=species:S:1:pos:R:3:forces:R:3:mulliken_charge:R:1 method="wB97M-V/def2-TZVPD" gap_ev=5.38 largest_force_ev_per_a=7.4 homo_energy_ev=-14.744 de_lowest_kj_mol=0.0 total_charge=+2 lumo_ha=-0.3442
C -3.110501 -4.748781 1.050881 -1.17 0.34 -0.71 -0.84
C -1.952614 -3.948939 1.187871 6.90 0.72 2.67 0.83
H -2.946262 -5.739596 1.528828 0.19 0.51 -0.12 0.38
H -3.326648 -4.857651 -0.033024 0.02 -0.04 0.39 0.34
H -3.956895 -4.204751 1.518381 0.21 -0.26 -0.12 0.34
O -0.876889 -3.578305 1.487000 -6.37 -1.51 -2.10 -0.12
I -3.395597 0.258804 -1.096916 -0.38 -0.42 0.04 -0.40
Lu -0.964547 -0.207487 0.078631 -0.53 0.87 -0.80 0.66
P -1.691017 -0.413696 2.827136 -0.47 1.35 0.82 0.91
C -0.483651 0.154093 4.070598 0.41 -0.15 -0.18 -1.16
C -2.879934 1.000374 2.910733 -0.16 -0.09 -0.47 -1.20
H -3.518830 0.901311 3.799527 0.20 0.03 -0.23 0.41
H -2.780305 -1.142767 4.776855 -0.13 -0.35 -0.20 0.55
H -3.503617 1.008166 2.004265 0.04 0.08 0.39 0.32
H -3.534814 -1.914228 3.341094 0.07 0.05 0.17 0.34
H -0.271010 1.216501 3.877213 0.03 -0.51 0.14 0.28
H -2.313484 1.939228 2.963402 -0.16 -0.31 -0.03 0.31
C -2.586325 -1.638313 3.816812 -0.17 -0.54 -0.13 -1.48
H -0.929837 0.015061 5.063875 0.22 0.12 -0.21 0.46
H -1.980369 -2.533887 3.992023 -0.10 0.09 0.11 0.38
H 0.437409 -0.434953 3.990724 -0.07 0.18 0.27 0.38
P 0.192508 -2.282510 -1.626918 0.65 -0.08 -1.61 0.93
C 2.017782 -2.225008 -1.847407 0.13 0.23 0.47 -1.16
C -0.023279 -4.081391 -1.846051 -0.20 -0.25 0.38 -1.36
H -1.399526 -1.761063 -3.395715 0.26 0.06 -0.08 0.36
H 0.161654 -2.321082 -4.089479 -0.12 0.21 0.42 0.46
H -0.007770 -0.650602 -3.429389 -0.12 -0.36 0.02 0.14
C -0.306384 -1.702496 -3.304448 -0.37 0.25 0.12 -1.13
H -1.085724 -4.346677 -1.871468 0.11 -0.06 -0.14 0.34
H 0.449099 -4.377481 -2.795443 -0.22 0.04 0.35 0.45
H 2.289451 -2.622427 -2.839300 -0.19 0.15 0.39 0.48
H 2.507499 -2.830651 -1.071989 -0.03 0.17 -0.21 0.42
H 0.462985 -4.620460 -1.023163 -0.06 0.00 -0.20 0.38
H 2.372907 -1.188610 -1.762227 -0.04 -0.25 -0.08 0.08
C 0.944475 -1.094719 1.203917 4.48 -1.17 1.92 0.34
O 1.945263 -1.416600 1.669667 -3.31 0.93 -1.41 -0.25
C 1.834752 2.155110 -3.506657 0.04 -0.32 -0.43 -1.51
C 1.233862 3.265264 -2.677579 -0.23 0.48 0.12 -0.64
C 1.241382 3.079322 -1.145195 -0.49 0.36 -0.67 1.85
C 2.661796 2.949950 -0.528082 0.01 0.54 0.51 -0.91
C 3.330970 1.600578 -0.689918 0.17 -0.24 -0.17 -0.71
C 0.567885 4.314408 -0.531181 0.11 1.44 -0.26 -0.35
O 0.377721 5.363475 -1.111743 0.33 -1.43 0.87 -0.54
N 0.290736 4.160382 0.836391 -0.41 -0.33 0.28 0.00
C -0.037797 2.951341 1.439013 0.18 0.73 0.19 0.07
O -0.251959 2.858175 2.638256 0.10 -0.02 -1.45 -0.68
N -0.146561 1.882160 0.535234 0.27 -0.48 0.09 -0.22
C 0.402529 1.933344 -0.685566 -0.21 -1.09 -0.20 0.03
O 0.188795 0.882228 -1.423541 0.34 0.87 1.12 -0.30
H 2.926401 2.155828 -3.455847 -0.16 -0.07 -0.09 0.33
H 1.555692 2.319000 -4.552006 0.13 -0.05 0.11 0.46
H 1.436945 1.181031 -3.201976 0.32 0.21 -0.24 0.28
H 1.771168 4.206266 -2.887754 -0.33 -0.31 0.16 0.44
H 0.188752 3.434222 -2.983322 0.31 -0.01 0.09 0.43
H 3.274020 3.758607 -0.954303 -0.19 -0.27 -0.04 0.46
H 2.576147 3.184541 0.542561 0.15 -0.08 -0.20 0.46
H 3.346535 1.284447 -1.736158 0.09 -0.05 0.32 0.12
H 4.363677 1.653606 -0.331944 -0.17 -0.03 -0.04 0.52
H 2.819665 0.829733 -0.098639 0.06 0.06 -0.07 -0.06
H 0.091684 4.988573 1.383455 0.03 0.06 -0.07 0.32


No. 4
47
Properties=species:S:1:pos:R:3:forces:R:3:mulliken_charge:R:1 method="wB97M-V/def2-TZVPD" gap_ev=8.02 smiles="Nc1c(C(=O)c2cc3ccc(Br)cc3[nH]2)cnn1-c1ccc2[nH]c(C3CC3)nc2c1" largest_force_ev_per_a=3.8 homo_energy_ev=-8.149 de_lowest_kj_mol=0.0 lumo_ha=-0.0046
N 0.678970 2.440258 1.791691 -1.44 -1.68 -0.01 -0.46
C -0.143524 1.605856 1.016380 0.95 1.11 0.20 0.45
C -1.250866 0.968914 1.509335 -2.36 -1.54 -1.79 -0.24
C -1.806139 0.890223 2.846396 3.03 1.48 -0.07 0.60
O -1.400968 1.723918 3.667162 -0.73 -0.15 0.14 -0.73
C -2.546836 -0.255588 3.288146 -2.37 -1.77 2.39 0.12
C -3.324221 -0.275888 4.447687 -0.05 0.40 0.08 -0.89
C -3.940789 -1.580562 4.587937 0.58 1.01 1.17 1.13
C -4.815354 -2.129977 5.555219 -0.64 -0.55 -1.25 -0.90
C -5.353999 -3.405230 5.295336 0.47 0.78 1.00 -0.42
C -4.871548 -4.157141 4.228032 0.46 0.29 -0.21 0.06
Br -5.559218 -5.932394 4.055440 0.24 0.36 -0.22 -0.20
C -3.907974 -3.655733 3.369671 -0.48 -0.79 -0.04 -0.45
C -3.449422 -2.366254 3.567045 1.02 1.19 -1.97 -0.13
N -2.590133 -1.542655 2.756345 -0.84 -0.94 0.30 -0.09
C -1.872268 0.376064 0.329450 0.97 -0.14 1.20 -0.76
N -1.138745 0.545182 -0.740557 -0.19 0.07 -0.06 -1.11
N -0.053873 1.295784 -0.341264 -0.60 0.46 2.54 0.69
C 0.979218 1.637465 -1.217981 0.92 -0.02 -1.07 0.30
C 0.706800 1.632206 -2.587826 0.70 0.53 -1.11 -0.48
C 1.736445 1.871002 -3.540134 -1.70 -0.09 1.03 -1.09
C 3.016574 2.104620 -3.099512 -0.72 -0.29 1.81 0.11
N 4.222001 2.362514 -3.622049 1.63 0.64 -2.29 -0.05
C 5.132982 2.587515 -2.637688 1.19 -0.03 1.42 0.22
C 6.591239 2.904226 -2.838831 -0.03 -0.44 -0.41 -0.30
C 7.657108 2.667563 -1.756673 -0.32 -0.07 -0.27 -0.60
C 7.602915 1.755302 -2.962279 -0.05 -0.22 -0.62 -0.57
N 4.604936 2.452509 -1.453897 -0.48 -0.29 -0.31 -0.73
C 3.279025 2.130129 -1.728999 -0.41 0.23 1.46 0.60
C 2.278250 1.911006 -0.790399 -0.31 -0.65 0.62 -0.26
H 0.224253 2.636420 2.710120 0.53 0.00 -1.17 0.30
H 1.177995 3.150835 1.313838 0.35 0.61 -0.17 0.27
H -3.464038 0.547640 5.169811 0.20 -0.47 -0.82 0.43
H -5.140970 -1.485830 6.360490 -0.15 -0.27 0.16 0.38
H -6.081910 -3.916651 5.923151 0.14 0.56 0.15 0.38
H -3.598752 -4.254464 2.549327 0.40 -0.39 -0.59 0.44
H -2.114515 -1.838634 1.911405 -0.19 0.07 0.38 0.26
H -2.797915 -0.213978 0.380296 0.51 0.39 -0.59 0.65
H -0.329861 1.503416 -2.908372 0.50 -0.08 -0.01 0.47
H 1.449671 1.980481 -4.554971 -0.09 -0.18 -0.87 0.41
H 4.424246 2.476741 -4.591290 0.10 -0.01 -0.45 0.15
H 6.732693 3.725609 -3.547018 0.22 -0.14 0.37 0.42
H 7.351168 2.236225 -0.785000 0.01 0.42 -0.81 0.25
H 8.483208 3.397987 -1.692214 -0.65 -0.47 -0.12 0.26
H 8.362022 1.816050 -3.781292 -0.69 0.08 0.97 0.26
H 7.186886 0.736139 -2.839190 0.35 0.78 0.09 0.26
H 2.546555 1.812500 0.259048 -0.01 0.20 -0.18 0.60